The following is a DFT calculation (ωB97M-V with the def2-TZVPD basis set) of a cluster of 12 separate species, C14H52O14 in total.

Last column: Löwdin charge in e.
Atoms and positions in Å:
1 C -7.0766 7.3742 33.4180  -0.08
2 O -7.6418 6.9247 34.6398  -0.22
3 C -9.0349 7.1216 34.6619  -0.19
4 C -9.7418 6.7510 35.9643  -0.16
5 O -9.2274 7.3816 37.1287  -0.21
6 C -7.9358 6.9223 37.5182  -0.07
7 H -6.2084 6.7379 33.2153  0.09
8 H -6.7160 8.3965 33.5228  0.08
9 H -7.7113 7.2137 32.5445  0.10
10 H -9.4581 6.4989 33.8595  0.14
11 H -9.3853 8.1365 34.4332  0.12
12 H -9.7466 5.6584 36.0390  0.11
13 H -10.7678 7.1136 35.9407  0.13
14 H -7.2284 7.5165 36.9372  0.08
15 H -7.7448 5.8507 37.4896  0.08
16 H -7.7680 7.2477 38.5467  0.09
17 C -14.6431 6.2886 39.9804  -0.11
18 O -13.2907 6.1820 39.6058  -0.20
19 C -12.8226 4.8365 39.5183  -0.18
20 C -11.8258 4.7113 38.4034  -0.20
21 O -11.3910 3.3611 38.4083  -0.18
22 C -10.6054 3.0384 37.3031  -0.14
23 H -14.9625 7.3260 39.9080  0.09
24 H -14.7445 6.0101 41.0364  0.09
25 H -15.2945 5.6605 39.3681  0.09
26 H -13.6735 4.1648 39.4020  0.13
27 H -12.2928 4.6454 40.4573  0.13
28 H -10.9728 5.3991 38.4955  0.11
29 H -12.2068 4.9567 37.4009  0.13
30 H -11.0687 3.1675 36.3119  0.09
31 H -10.4352 1.9598 37.3184  0.09
32 H -9.6506 3.5738 37.2437  0.08
33 O -5.7377 4.5422 39.5257  -0.09
34 H -5.3222 5.1402 38.8753  -0.02
35 H -6.5418 5.0151 39.8329  -0.01
36 O -6.1268 9.8950 31.3831  -0.04
37 H -5.5191 10.6437 31.3469  0.06
38 H -5.6388 9.2057 31.8473  0.04
39 O -9.4307 5.7410 29.9007  -0.08
40 H -8.9581 5.3172 30.6390  -0.02
41 H -9.9833 5.0456 29.5301  0.03
42 O -7.8401 4.3421 31.8241  -0.06
43 H -7.3504 3.7465 31.2457  0.06
44 H -7.4576 4.2063 32.7103  0.02
45 C -12.1308 8.7333 33.3786  -0.13
46 O -12.7314 7.5331 32.8241  -0.14
47 H -12.7829 9.5452 33.0361  0.08
48 H -12.2620 8.7015 34.4594  0.08
49 H -11.1123 8.7509 32.9979  0.06
50 H -12.3395 7.3676 31.9643  0.07
51 C -4.1198 7.4589 37.2752  -0.14
52 O -4.4491 6.1231 37.5681  -0.13
53 H -4.8399 8.0854 37.8038  0.08
54 H -3.0930 7.7534 37.4817  0.08
55 H -4.3460 7.7588 36.2416  0.08
56 H -3.8668 5.5148 37.1021  0.09
57 C -6.0559 4.0344 35.5009  -0.13
58 O -7.1420 4.1906 34.6114  -0.15
59 H -5.1845 4.6157 35.1922  0.08
60 H -6.3148 4.3774 36.5103  0.06
61 H -5.8632 2.9714 35.6208  0.09
62 H -7.3491 5.1413 34.4710  0.04
63 C -9.5698 11.1503 32.3419  -0.20
64 O -8.9984 10.0934 31.6336  -0.12
65 H -10.6528 11.0577 32.4068  0.06
66 H -9.1507 11.2938 33.3490  0.08
67 H -9.4323 12.1656 31.9278  0.08
68 H -8.0328 10.1487 31.7051  0.03
69 C -8.8686 4.0433 40.6227  -0.11
70 O -8.1785 5.2863 40.5522  -0.14
71 H -9.8135 4.1169 41.1677  0.08
72 H -9.0909 3.6644 39.6277  0.07
73 H -8.2283 3.3326 41.1558  0.09
74 H -8.4326 5.8533 41.2824  0.09
75 C -11.0104 8.4056 39.5526  -0.14
76 O -10.5193 9.3408 38.5788  -0.14
77 H -12.0771 8.6390 39.6075  0.07
78 H -10.7697 7.3879 39.2712  0.05
79 H -10.6306 8.6589 40.5479  0.07
80 H -10.2169 8.8045 37.8237  0.04

Forces on the atoms, in the same order (eV/Å):
0.879 -0.578 -0.153
0.005 0.137 -0.036
-1.702 0.225 -0.357
0.640 -0.173 0.087
-0.016 -1.093 -0.232
0.559 1.612 0.552
0.106 0.065 0.199
-0.365 0.201 -0.121
-0.375 0.370 0.184
-0.252 0.005 0.122
0.875 0.255 -0.118
0.033 -0.031 0.444
-0.129 -0.206 -0.498
0.356 -0.650 -0.160
-0.361 -0.091 -0.412
-0.348 -0.146 0.098
0.152 -0.069 0.634
0.024 0.003 -0.747
-0.084 1.134 0.655
0.471 -0.183 -1.010
-0.144 0.262 -0.016
0.304 -0.837 -0.940
0.165 0.057 -0.232
-0.232 -0.169 -0.018
-0.018 -0.018 -0.051
0.171 -0.263 -0.101
-0.162 -0.507 0.042
0.014 -0.081 0.487
-0.557 -0.068 0.219
-0.476 0.497 0.307
0.314 0.097 0.377
0.062 0.014 0.349
-0.255 0.510 -0.260
-0.193 -0.247 0.431
0.524 -0.375 -0.091
0.214 0.111 0.126
-0.104 -0.056 -0.053
-0.045 0.021 -0.092
0.043 -0.123 0.147
-0.126 0.100 -0.155
0.024 0.060 0.043
0.257 -0.076 0.046
-0.049 0.074 0.060
-0.136 -0.194 -0.023
-1.396 -0.947 -1.047
0.067 -0.053 0.637
0.690 0.402 -0.053
0.502 -0.195 0.020
0.128 0.696 0.473
0.064 0.066 -0.054
-0.836 0.969 -0.643
0.235 -0.203 -0.129
0.365 -0.080 0.541
0.051 -0.174 0.330
0.249 -0.536 -0.210
0.032 0.115 -0.010
-0.387 0.367 0.810
-0.368 0.186 -0.781
0.185 -0.294 -0.180
-0.042 0.107 -0.113
0.282 -0.013 -0.395
0.256 -0.327 0.781
-0.023 1.526 0.671
0.057 -0.113 -0.039
0.065 -0.466 0.061
-0.204 -0.540 0.118
0.224 -0.368 -0.610
-0.149 -0.062 -0.189
0.113 -0.387 0.626
-0.331 0.331 -0.356
0.032 0.152 -0.086
0.157 0.180 -0.045
-0.160 -0.131 -0.170
-0.022 -0.049 0.074
-0.493 1.623 -0.213
0.402 -0.479 -0.122
-0.123 -0.892 0.084
-0.217 -0.149 0.138
0.399 -0.163 -0.140
0.131 0.324 0.485

* total charge: 0
* energy above the lowest of the compared OMol25 structures with the same formula, charge and spin: 0.167 eV
* SMILES string: COCCOC.COCCOC.CO.CO.CO.CO.CO.CO.O.O.O.O
* energy: -1617.74580 a.u.